Entry 1:
10
Properties=species:S:1:pos:R:3:forces:R:3 method="wB97M-V/def2-TZVPD" lumo_energy_ev=-5.85 gap_ev=8.76 de_lowest_kj_mol=341.1 charge=+1
C 0.463579 -1.493063 0.990893 -3.6 0.3 -0.7
N -0.658127 -1.409690 0.736384 1.4 0.4 0.3
N -3.754148 0.286015 -0.090974 0.7 -0.3 -0.9
N -1.655933 0.769361 -0.501093 0.7 3.7 -0.1
O -1.791582 -1.092531 0.421877 0.0 -1.3 0.6
O -4.167113 -0.423332 -0.845839 -0.6 -1.0 -1.0
O -3.600608 0.953853 0.771889 -1.2 1.4 2.4
O -1.524071 1.790517 0.155933 0.2 -2.5 -1.2
H -0.729432 0.479944 -0.896108 -0.3 -0.1 -0.1
H 1.421743 -1.769338 1.137549 2.7 -0.7 0.6



Entry 2:
7
Properties=species:S:1:pos:R:3:forces:R:3 method="wB97M-V/def2-TZVPD" lumo_energy_ev=0.49 smiles=c1nnn[nH]1 gap_ev=11.67 de_lowest_kj_mol=265.3
C -0.762545 0.181064 -0.250581 2.2 -0.2 -1.2
H -1.311436 0.536593 -1.065720 -1.4 -0.3 -1.0
H 0.806005 -0.968272 -1.366960 -0.8 3.2 3.4
N -0.926134 0.479684 0.953036 2.3 0.3 3.2
N 0.423420 0.219339 1.560186 -0.7 -0.4 -1.5
N 1.243684 -0.228357 0.660830 -3.0 0.7 0.8
N 0.527005 -0.220050 -0.490791 1.4 -3.4 -3.7



Entry 3:
9
Properties=species:S:1:pos:R:3:forces:R:3 method="wB97M-V/def2-TZVPD" lumo_energy_ev=-0.22 gap_ev=9.11 de_lowest_kj_mol=420.8
C 0.055502 0.089375 -0.035797 0.1 -0.4 0.1
H 2.974445 -0.203187 -0.030088 0.3 0.2 0.0
H -1.110230 1.643543 0.472111 -0.2 1.7 1.7
N 1.239041 0.490515 0.006429 1.3 -0.4 -0.3
N -0.448694 -1.241176 -0.019962 -0.7 -0.4 -0.6
N -1.688651 -1.209545 -0.061012 1.3 0.7 0.6
N -0.979196 0.968446 -0.209447 -2.3 -2.2 -1.2
O 2.110781 -0.605905 -0.092667 -0.2 0.0 0.3
O -2.152999 0.067931 -0.029569 0.2 0.8 -0.6



Entry 4:
9
Properties=species:S:1:pos:R:3:forces:R:3 method="wB97M-V/def2-TZVPD" lumo_energy_ev=0.20 gap_ev=9.54 de_lowest_kj_mol=555.3
C 0.195002 0.005962 0.182053 -4.2 -0.2 0.1
H 2.134960 -1.282359 -0.507133 0.3 3.4 1.4
H -0.959828 2.099021 0.543428 0.3 -5.0 -2.5
N 1.298347 0.488509 0.042405 2.4 1.1 -0.5
N -0.889057 0.972996 -0.090231 0.4 3.4 3.9
N -1.998003 0.199148 -0.104115 -1.0 6.0 -0.9
N -1.751229 -0.922052 -0.201424 -1.2 -7.5 0.9
O 2.362607 -0.290634 -0.137450 1.5 -4.3 -1.0
O -0.392798 -1.270595 0.272463 1.6 3.2 -1.4



Entry 5:
11
Properties=species:S:1:pos:R:3:forces:R:3 method="wB97M-V/def2-TZVPD" s2=2.028 lumo_energy_ev="-1.45 / -2.77" spin_multiplicity=3 gap_ev="4.65 / 6.99"
C 1.169875 -0.183597 1.587639 -1.7 -0.6 -1.7
N 0.160605 -1.109539 1.221829 1.2 3.5 -0.1
N 0.024951 0.546772 -0.067910 1.9 3.3 0.1
N 1.034914 0.832049 0.731343 1.8 0.7 1.4
N -0.501437 -0.630724 0.181925 -3.3 -3.5 -1.6
O -0.256428 0.905386 -2.903911 -1.0 -0.5 0.2
O -2.245543 0.787300 -1.501231 -0.9 0.3 0.5
S 2.194594 -0.590083 2.805058 0.8 0.4 0.6
S -1.565123 0.303295 -2.651767 1.3 0.1 -1.1
H 0.119606 -2.028317 1.496282 -0.3 -2.3 0.5
H -0.136014 1.167459 -0.899256 0.1 -1.3 1.2



Entry 6:
10
Properties=species:S:1:pos:R:3:forces:R:3 method="wB97M-V/def2-TZVPD" lumo_energy_ev=-1.15 gap_ev=8.56 de_lowest_kj_mol=513.6
C 0.315049 -0.099153 0.483551 -1.1 1.2 -3.0
H 1.876247 -1.632416 -0.003265 1.6 5.1 -1.6
H -0.713816 2.419186 0.080119 -0.3 1.1 0.1
N 1.488469 0.555539 0.111140 -4.4 -5.6 1.4
N -0.246834 -1.459152 0.045412 1.4 0.6 0.3
N -1.425565 -1.450424 -0.284169 0.0 0.8 0.2
N -0.922314 0.638145 0.504003 -0.4 2.2 -1.2
O 2.323211 -0.448101 -0.320114 -0.6 -4.1 1.6
O -2.097163 -0.179636 -0.144267 4.9 -0.6 1.6
O -0.597284 1.656015 -0.472412 -1.2 -0.7 0.7



Entry 7:
10
Properties=species:S:1:pos:R:3:forces:R:3 method="wB97M-V/def2-TZVPD" lumo_energy_ev=-0.58 gap_ev=9.86 de_lowest_kj_mol=399.6
C -0.080220 -0.737243 0.145204 -2.4 -3.2 1.1
H -1.879855 0.410649 -0.812681 2.0 1.3 -0.3
H 0.787338 1.774285 1.332293 -4.0 -1.5 -3.4
N -1.244191 -1.324252 0.135495 2.7 3.3 -1.0
N 1.248741 -1.502527 0.425186 -3.7 3.4 -0.9
N 1.977226 -0.740224 -0.134659 4.1 -0.1 -1.0
N 0.065633 0.553501 -0.399009 2.3 -0.5 0.3
O -2.108917 -0.408926 -0.426114 -4.3 -3.6 1.2
O 1.404133 0.425556 -0.867701 -1.1 0.0 1.6
O -0.169886 1.549182 0.601986 4.4 1.0 2.5



Entry 8:
9
Properties=species:S:1:pos:R:3:forces:R:3 method="wB97M-V/def2-TZVPD" lumo_energy_ev=-0.59 smiles="S=c1nn[nH]n1S" gap_ev=8.36 de_lowest_kj_mol=102.6
C -0.832920 0.121668 0.022718 1.7 0.9 0.0
H 1.925918 -1.383209 1.304189 -0.5 0.4 -1.5
H 1.775264 1.656361 -0.510152 0.8 0.0 -0.4
N 0.562884 0.118202 -0.032179 0.3 -1.8 0.3
N 1.046470 1.383841 0.116352 -1.3 1.3 -0.4
N -0.035276 2.214879 -0.051057 -0.3 -1.2 1.3
N -1.102063 1.536546 0.049775 -0.1 0.1 -0.7
S 1.673644 -1.184882 -0.082147 -0.2 0.1 1.3
S -1.799129 -1.176207 -0.012264 -0.2 0.2 0.1



no.,calculated total energy (eV)
1,-13711.160
2,-7027.196
3,-11119.260
4,-11117.866
5,-32790.219
6,-13161.753
7,-13162.935
8,-28697.146